Arrangement i

Molecular formula: C8H9NO
Method: DFT, ωB97M-V with the def2-TZVPD basis set

Results
Structure (SMILES): CC(=O)Nc1ccccc1
Kohn-Sham gap: 9.30 eV
Molar mass: 135.166 g/mol
2S+1: 1
HOMO energy: -8.51 eV

Geometry as XYZ:
```
19
Properties=species:S:1:pos:R:3:lowdin_charge:R:1
C 0.17507 2.79186 -1.98765 -0.06
C -0.46868 1.65354 -1.16530 -0.52
C 0.11260 -0.37599 0.12222 -0.22
C 1.04208 -1.45743 0.13883 -0.07
C 0.84455 -2.48849 0.96470 -0.07
C -0.33542 -2.46154 1.90099 -0.07
C -1.14651 -1.42070 1.87941 -0.14
C -1.00480 -0.37403 0.98576 -0.03
H 0.86605 3.63255 -1.31415 0.13
H -0.50322 3.60218 -2.54963 0.10
H 1.02976 2.51275 -2.78894 0.10
H 1.37574 0.92225 -0.80447 0.08
H 2.14409 -1.53814 -0.54944 0.19
H 1.38711 -3.38239 0.94077 0.08
H -0.47244 -3.19785 2.48250 0.02
H -2.11059 -1.24520 2.61169 0.16
H -1.73173 0.57660 0.89297 0.15
N 0.46193 0.73300 -0.68803 0.11
O -1.66558 1.51702 -1.07222 0.05
```

=====

Arrangement ii

Molecular formula: C8H9NO
Method: DFT, ωB97M-V with the def2-TZVPD basis set

Results
Kohn-Sham gap (alpha / beta): 7.62 / 7.64 eV
Molar mass: 135.166 g/mol
2S+1: 1
HOMO energy (alpha / beta): -8.43 / -8.48 eV

Geometry as XYZ:
```
19
Properties=species:S:1:pos:R:3:lowdin_charge:R:1
C 2.81373 0.52652 0.36505 -0.09
C 1.93467 0.03195 1.38839 -0.07
C 2.06583 1.18103 -0.60409 -0.08
C 0.73365 0.41445 0.94402 -0.01
C -1.55123 1.27403 0.19452 -0.41
C -0.46029 1.39246 -0.89458 -0.05
C -1.69635 -0.05353 0.84278 0.00
C -1.76301 -1.41246 0.17929 -0.09
N 0.76189 0.91431 -0.30275 -0.10
O -2.14076 2.24995 0.63852 0.07
H 3.90068 0.54456 0.26641 0.10
H 2.30874 -0.43307 2.22962 0.07
H 2.49342 1.64600 -1.39889 0.08
H -0.83065 0.85877 -1.69494 0.10
H -0.44687 2.36634 -1.25264 0.11
H -2.11704 -0.14640 1.89711 0.13
H -0.73148 -1.64094 -0.31936 0.12
H -2.57684 -1.49663 -0.47129 0.06
H -1.85411 -2.09650 0.94858 0.04
```

=====

Relative energies, in kJ/mol, with the most stable structure set to zero: arrangement i 0.0; arrangement ii 248.5.

=====

Arrangement i

Molecular formula: C2H6N2S
Method: DFT, ωB97M-V with the def2-TZVPD basis set

Results
Structure (SMILES): NCC(N)=S
Kohn-Sham gap: 8.71 eV
Molar mass: 90.151 g/mol
2S+1: 1
HOMO energy: -8.10 eV

Geometry as XYZ:
```
11
Properties=species:S:1:pos:R:3:lowdin_charge:R:1
C -0.06641 -0.78619 0.20285 -0.30
C 1.03477 0.14951 -0.07312 -0.92
H -2.04950 -0.09353 0.42456 0.07
H -1.72262 -0.81310 -1.04359 0.08
H 0.18624 -1.75652 -0.28927 0.11
H -0.13647 -1.05627 1.28584 0.14
H 1.20740 2.13276 -0.22329 0.11
H -0.36223 1.47300 0.06233 0.07
N -1.35322 -0.27016 -0.27690 -0.01
N 0.61717 1.36693 0.04174 0.10
S 2.64487 -0.34642 -0.11117 0.55
```

=====

Arrangement ii

Molecular formula: C2H6N2S
Method: DFT, ωB97M-V with the def2-TZVPD basis set

Results
Structure (SMILES): CN(N)C=S
Kohn-Sham gap: 9.34 eV
Molar mass: 90.151 g/mol
2S+1: 1
HOMO energy: -8.48 eV

Geometry as XYZ:
```
11
Properties=species:S:1:pos:R:3:lowdin_charge:R:1
C 0.77404 -1.19435 0.07010 -0.05
C 0.34455 1.17883 0.56611 -0.72
H 1.05677 -1.50118 -0.95516 0.08
H 1.71669 -0.91339 0.58649 0.09
H 0.10810 -1.96390 0.50865 0.09
H -2.07573 0.15129 -0.15235 0.07
H -1.39199 0.62590 -1.43124 0.07
H 1.36593 1.16683 0.97216 0.07
N -0.02658 0.04095 -0.05459 -0.32
N -1.28483 -0.12226 -0.74836 0.05
S -0.58695 2.53127 0.63819 0.56
```

=====

Relative energies, in kJ/mol, with the most stable structure set to zero: arrangement i 0.0; arrangement ii 103.3.

=====

Arrangement i

Molecular formula: C5H12N2O
Method: DFT, ωB97M-V with the def2-TZVPD basis set

Results
Kohn-Sham gap (alpha / beta): 6.60 / 6.91 eV
Molar mass: 116.164 g/mol
Total charge: -1
2S+1: 2
HOMO energy (alpha / beta): -2.58 / -2.89 eV

Geometry as XYZ:
```
20
Properties=species:S:1:pos:R:3:lowdin_charge:R:1
N -0.75268 1.38254 -1.73101 0.05
C 0.95847 2.26262 0.72728 -0.15
C 0.96616 0.88303 0.03040 -0.21
C -0.23048 0.34739 -0.94586 -0.34
C -0.65068 -1.18871 -0.92375 -0.60
N 0.10748 -1.86978 0.28273 -0.12
C -0.73883 -1.71687 1.45688 -0.22
O -0.12597 -1.61850 -2.01925 -0.24
H -1.54662 1.15577 -2.23377 -0.02
H 0.39536 0.37427 -1.91775 0.15
H -0.02756 2.48297 1.09649 0.05
H 1.11003 3.06570 0.00732 0.05
H 1.82785 2.17394 1.38712 0.06
H 1.81853 0.99589 -0.60520 0.07
H 1.27784 0.15880 0.87118 0.10
H -1.71922 -1.27174 -0.63743 0.10
H 0.25416 -2.85833 0.04594 0.08
H -0.17477 -1.63241 2.42460 0.06
H -1.63146 -2.44769 1.38958 0.08
H -1.11759 -0.67889 1.29450 0.06
```

=====

Arrangement ii

Molecular formula: C5H12N2O
Method: DFT, ωB97M-V with the def2-TZVPD basis set

Results
Kohn-Sham gap (alpha / beta): 3.55 / 8.22 eV
Molar mass: 116.164 g/mol
Total charge: -1
2S+1: 2
HOMO energy (alpha / beta): 0.54 / -4.44 eV

Geometry as XYZ:
```
20
Properties=species:S:1:pos:R:3:lowdin_charge:R:1
C 2.08253 0.43859 -0.18776 -0.36
O 3.01120 -0.15170 0.67024 -0.10
C 0.64806 0.13723 0.16020 -0.38
C -0.42673 0.69970 -0.84585 -0.18
C -1.84453 0.46308 -0.34908 -0.42
C -2.69304 1.37598 0.17605 -0.04
N -1.82398 -1.01355 -0.30334 0.03
N 0.64265 -1.68019 0.43872 -0.15
H 2.25030 0.07901 -1.26148 0.13
H 2.19024 1.50451 -0.18131 0.09
H 2.44902 -0.91095 0.86565 0.02
H 0.33555 0.48059 1.18998 0.09
H -0.28099 0.08477 -1.69035 0.08
H -0.34275 1.77723 -1.20658 0.12
H -3.49231 1.18807 0.99601 0.06
H -2.50066 2.41303 -0.06723 0.02
H -2.78829 -1.25328 0.00563 0.07
H -1.13634 -1.28135 0.37791 -0.04
H 0.26655 -1.71818 1.45288 -0.08
H 0.63157 -0.98128 -0.51203 0.03
```

=====

Relative energies, in kJ/mol, with the most stable structure set to zero: arrangement i 0.0; arrangement ii 235.6.

=====

Arrangement i

Molecular formula: C6H15N3O2
Method: DFT, ωB97M-V with the def2-TZVPD basis set

Results
Kohn-Sham gap: 9.42 eV
Molar mass: 161.205 g/mol
2S+1: 1
HOMO energy: -8.53 eV

Geometry as XYZ:
```
26
Properties=species:S:1:pos:R:3:lowdin_charge:R:1
C 2.16171 3.69977 2.40556 -0.52
C -0.77079 -3.86654 1.43668 -0.10
C -1.60587 -1.02613 -2.01995 -0.10
C -0.58783 -2.34814 1.32712 -0.30
C -1.11641 -2.10539 -1.05996 -0.32
C 1.58673 3.55406 -0.16612 -0.27
N 2.66473 3.54254 -0.93901 0.05
N 0.45755 3.86174 -0.79351 0.05
N -1.37168 -1.68747 0.30622 -0.11
O 3.28135 3.53575 2.20661 0.17
O 1.08510 3.88893 2.75345 0.18
H -1.80998 -4.11635 1.64131 0.07
H -0.47448 -4.35542 0.51259 0.06
H -0.15587 -4.25425 2.24459 0.06
H -1.12294 -0.08397 -1.77798 0.07
H -1.37362 -1.29455 -3.04638 0.06
H -2.68089 -0.89610 -1.92795 0.07
H 0.46440 -2.12664 1.12325 0.11
H -0.84746 -1.88275 2.28211 0.11
H -0.03559 -2.22714 -1.17265 0.11
H -1.59317 -3.06632 -1.31777 0.11
H 3.55558 3.32347 -0.52756 0.08
H 2.65387 3.74214 -1.94155 0.09
H -0.39791 3.89268 -0.26986 0.08
H 0.39504 4.06238 -1.79307 0.09
H -2.36159 -1.76630 0.51381 0.11
```

=====

Arrangement ii

Molecular formula: C6H15N3O2
Method: DFT, ωB97M-V with the def2-TZVPD basis set

Results
Structure (SMILES): [H]/N=C(\N)NCC.CCC(=O)O
Kohn-Sham gap: 9.65 eV
Molar mass: 161.205 g/mol
2S+1: 1
HOMO energy: -9.14 eV

Geometry as XYZ:
```
26
Properties=species:S:1:pos:R:3:lowdin_charge:R:1
C 2.54581 1.64718 -0.80523 -0.19
C 3.59725 2.78615 -1.21026 -0.03
C 1.50587 1.36440 -1.71542 -0.47
O 0.17876 1.57410 -1.58427 0.04
O 2.07166 0.76078 -2.75837 -0.01
H 3.42975 3.68036 -0.60805 0.07
H 3.32476 3.24899 -2.12906 0.07
H 4.48157 2.39718 -1.03719 0.01
H 3.06302 0.68141 -0.44496 0.15
H 2.03975 1.95541 0.11968 0.10
C -0.75147 -2.54693 0.95003 -0.18
C -0.17139 -1.94025 2.34834 -0.08
C -2.56687 -0.93854 0.06273 -0.46
N -2.10574 -1.96330 0.89674 -0.01
N -1.67544 -0.24158 -0.62110 0.05
N -3.99338 -0.58760 0.06142 0.10
H -0.05205 -2.00140 0.03778 0.18
H -0.69407 -3.50745 0.88341 0.02
H 0.10508 -0.95917 2.11540 0.02
H 0.62456 -2.54511 2.85091 0.07
H -2.78781 -2.51194 1.41556 0.13
H -0.38117 1.08549 -0.87810 0.09
H -2.23190 0.55407 -1.17455 0.10
H -4.38780 -0.27745 0.91520 0.07
H -4.11772 0.00254 -0.74970 0.07
H -1.05101 -1.71732 3.05904 0.08
```

=====

Arrangement iii

Molecular formula: C6H15N3O2
Method: DFT, ωB97M-V with the def2-TZVPD basis set

Results
Kohn-Sham gap (alpha / beta): 7.46 / 7.45 eV
Molar mass: 161.205 g/mol
2S+1: 1
HOMO energy (alpha / beta): -7.19 / -7.18 eV

Geometry as XYZ:
```
26
Properties=species:S:1:pos:R:3:lowdin_charge:R:1
C -0.18352 0.77485 -1.13974 -0.53
C 1.34682 -1.89272 -0.95749 -0.08
C -0.91611 -2.07184 -0.06679 -0.07
C -1.54702 1.26880 1.11835 0.00
C 0.42709 -1.35979 0.09818 -0.39
C 0.46300 0.14531 -0.06640 -0.20
N 1.89094 2.09317 0.49390 -0.02
N 1.65818 0.66851 0.54277 -0.06
N -2.63168 0.77700 0.37013 0.01
O -1.24383 0.31235 -1.68379 -0.05
O 0.20504 2.00096 -1.55795 0.08
H 2.35769 -1.53424 -0.64013 0.07
H 1.50089 -2.97835 -0.87233 0.08
H 1.17847 -1.37256 -2.03239 0.15
H -0.85120 -3.03507 -0.49294 0.06
H -1.61698 -1.52698 -0.70887 0.06
H -1.34130 -2.19167 0.94309 0.08
H -1.44375 0.82920 2.10925 0.08
H -1.52175 2.30188 1.00499 0.05
H 0.69001 -1.58815 1.14856 0.14
H 1.46546 2.60433 1.30894 0.11
H 2.91141 2.24115 0.49258 0.10
H 1.72456 0.47875 1.56428 0.13
H 0.88923 2.36540 -0.97676 0.05
H -2.42559 0.82967 -0.65751 0.07
H -2.98607 -0.13997 0.65806 0.09
```

=====

Relative energies, in kJ/mol, with the most stable structure set to zero: arrangement i 0.0; arrangement ii 283.6; arrangement iii 332.5.

=====

Arrangement i

Molecular formula: H5NOSSi
Method: DFT, ωB97M-V with the def2-TZVPD basis set

Results
Kohn-Sham gap (alpha / beta): 8.79 / 7.21 eV
Molar mass: 95.199 g/mol
2S+1: 1
HOMO energy (alpha / beta): -9.14 / -7.46 eV

Geometry as XYZ:
```
9
Properties=species:S:1:pos:R:3:lowdin_charge:R:1
N -0.73723 1.07253 -0.47434 -0.11
O -0.62949 -0.93146 1.47321 -0.16
Si 0.18392 -0.17002 0.34118 0.09
S 1.19550 -1.67168 -0.90284 0.37
H -0.05040 1.62056 -1.09996 0.07
H -1.39491 1.56527 0.04206 -0.01
H -1.38144 -1.40676 1.43125 0.00
H 2.54680 1.26351 1.01593 -0.03
H 0.26725 -1.34195 -1.82649 -0.22
```

=====

Arrangement ii

Molecular formula: H5NOSSi
Method: DFT, ωB97M-V with the def2-TZVPD basis set

Results
Structure (SMILES): N[Si@@H](O)S
Kohn-Sham gap: 9.28 eV
Molar mass: 95.199 g/mol
2S+1: 1
HOMO energy: -8.99 eV

Geometry as XYZ:
```
9
Properties=species:S:1:pos:R:3:lowdin_charge:R:1
N -0.40039 -0.79143 1.07369 -0.11
O 1.85706 -0.72500 -0.78724 -0.21
Si 0.58212 0.04878 -0.07425 0.27
S -0.97887 0.72165 -1.89361 0.25
H -1.38099 -0.62186 0.95034 0.01
H -0.17706 -0.75285 2.07484 0.04
H 2.26480 -1.10377 0.01523 0.05
H 0.98429 1.41095 0.36738 -0.03
H -0.44030 0.26654 -3.03838 -0.27
```

=====

Relative energies, in kJ/mol, with the most stable structure set to zero: arrangement i 312.7; arrangement ii 0.0.